{"formula": "CH7N3O", "method": "the ωB97M-V functional and the def2-TZVPD basis", "elements": ["C", "N", "N", "N", "O", "H", "H", "H", "H", "H", "H", "H"], "positions_angstrom": [[0.178, -0.330, -1.497], [-1.102, -0.008, 1.083], [0.100, 0.604, 0.241], [1.158, 0.101, 1.000], [-1.393, -1.010, 0.300], [-1.826, 0.729, 1.021], [-0.190, 1.588, 0.312], [1.214, -0.900, 0.840], [1.181, 0.456, 1.954], [-0.682, 0.048, -2.033], [1.122, 0.130, -1.761], [0.241, -1.410, -1.461]], "lowdin_charge": [0.1440, -0.1948, -0.1303, -0.0035, -0.3383, 0.0723, 0.1356, 0.0861, 0.0899, 0.0485, 0.0403, 0.0502], "total_charge": 0, "relative_energy_kcal_mol": 198.8}

{"formula": "C3H10N2O3", "method": "the ωB97M-V functional and the def2-TZVPD basis", "elements": ["C", "C", "C", "N", "N", "O", "O", "O", "H", "H", "H", "H", "H", "H", "H", "H", "H", "H"], "positions_angstrom": [[-0.222, 0.647, 0.130], [0.146, 0.531, -1.294], [-1.043, -1.847, 0.919], [0.148, -1.054, 0.616], [1.275, 1.350, -1.670], [1.032, -1.129, 1.737], [0.666, 1.405, 0.870], [-1.540, 0.879, 0.501], [1.183, -0.192, 1.972], [1.298, 1.734, 0.177], [-1.913, 1.524, -0.113], [2.101, 0.800, -1.876], [1.096, 1.970, -2.456], [-0.692, 0.552, -1.990], [0.461, -1.046, -0.491], [-0.741, -2.842, 1.244], [-1.644, -1.921, 0.013], [-1.610, -1.361, 1.711]], "lowdin_charge": [-0.5228, -0.2485, -0.0454, -0.1523, -0.0460, -0.0133, 0.0177, 0.0416, 0.0950, 0.0985, 0.1160, 0.0673, 0.0756, 0.0746, 0.1630, 0.0904, 0.0957, 0.0930], "total_charge": 0, "relative_energy_kcal_mol": 122.8}

{"formula": "C50H138BO54", "method": "the ωB97M-V functional and the def2-TZVPD basis", "elements": ["O", "C", "O", "B", "O", "C", "O", "O", "C", "O", "C", "O", "O", "C", "C", "O", "O", "H", "H", "H", "H", "H", "H", "C", "C", "O", "O", "H", "H", "H", "H", "H", "H", "C", "C", "O", "O", "H", "H", "H", "H", "H", "H", "C", "C", "O", "O", "H", "H", "H", "H", "H", "H", "C", "C", "O", "O", "H", "H", "H", "H", "H", "H", "C", "C", "O", "O", "H", "H", "H", "H", "H", "H", "C", "C", "O", "O", "H", "H", "H", "H", "H", "H", "C", "C", "O", "O", "H", "H", "H", "H", "H", "H", "C", "C", "O", "O", "H", "H", "H", "H", "H", "H", "C", "C", "O", "O", "H", "H", "H", "H", "H", "H", "C", "C", "O", "O", "H", "H", "H", "H", "H", "H", "C", "C", "O", "O", "H", "H", "H", "H", "H", "H", "C", "C", "O", "O", "H", "H", "H", "H", "H", "H", "C", "C", "O", "O", "H", "H", "H", "H", "H", "H", "C", "C", "O", "O", "H", "H", "H", "H", "H", "H", "C", "C", "O", "O", "H", "H", "H", "H", "H", "H", "C", "C", "O", "O", "H", "H", "H", "H", "H", "H", "C", "C", "O", "O", "H", "H", "H", "H", "H", "H", "C", "C", "O", "O", "H", "H", "H", "H", "H", "H", "C", "C", "O", "O", "H", "H", "H", "H", "H", "H", "C", "C", "O", "O", "H", "H", "H", "H", "H", "H", "C", "C", "O", "O", "H", "H", "H", "H", "H", "H", "C", "C", "O", "O", "H", "H", "H", "H", "H", "H"], "positions_angstrom": [[-0.277, -2.491, 2.459], [-0.087, -1.538, 1.646], [-0.351, -1.448, 0.388], [-0.046, -0.140, -0.127], [0.326, 0.740, 1.059], [0.376, -0.039, 2.123], [0.742, 0.285, 3.215], [-1.137, 0.475, -0.944], [-0.802, 0.432, -2.215], [-1.505, 0.921, -3.175], [0.708, 0.039, -2.268], [1.085, -0.241, -1.080], [1.485, 0.209, -3.261], [-5.198, 0.663, -2.283], [-6.232, -0.105, -1.475], [-6.910, 0.512, -0.418], [-5.909, 1.832, -2.674], [-4.847, 0.082, -3.136], [-4.317, 1.117, -1.832], [-5.760, -0.942, -0.961], [-7.071, -0.383, -2.112], [-6.228, 0.718, 0.225], [-5.785, 2.465, -1.962], [3.111, 4.581, 1.379], [3.242, 6.138, 1.268], [4.260, 6.671, 0.393], [4.129, 4.110, 2.198], [3.027, 3.989, 0.468], [2.147, 4.364, 1.840], [3.577, 6.505, 2.238], [2.247, 6.558, 1.116], [3.969, 6.696, -0.521], [4.135, 3.151, 2.163], [0.239, 1.172, 9.520], [1.416, 0.404, 9.055], [1.213, -1.020, 9.093], [0.094, 1.431, 11.004], [-0.593, 0.629, 9.072], [0.206, 2.170, 9.083], [2.278, 0.507, 9.714], [1.733, 0.745, 8.069], [1.952, -1.398, 8.610], [0.361, 0.653, 11.498], [1.028, -5.530, 4.536], [0.299, -5.645, 5.864], [1.003, -4.695, 6.752], [2.090, -6.455, 4.432], [1.466, -4.565, 4.281], [0.333, -5.741, 3.723], [0.215, -6.663, 6.246], [-0.674, -5.168, 5.748], [0.677, -4.748, 7.654], [2.716, -6.062, 5.045], [-2.581, -5.514, 2.070], [-3.008, -4.529, 3.256], [-4.147, -5.073, 4.017], [-3.414, -5.649, 0.951], [-2.075, -6.389, 2.478], [-1.758, -4.973, 1.603], [-3.173, -3.598, 2.714], [-2.147, -4.375, 3.907], [-5.027, -4.772, 3.780], [-3.392, -4.790, 0.525], [4.026, 1.407, 0.402], [4.293, 0.116, -0.389], [5.482, -0.489, -0.017], [4.366, 1.176, 1.787], [3.024, 1.833, 0.365], [4.670, 2.140, -0.084], [4.219, 0.457, -1.422], [3.417, -0.503, -0.196], [5.283, -1.334, 0.393], [5.027, 0.486, 1.689], [1.774, 6.201, -2.858], [0.957, 6.802, -1.758], [1.379, 8.109, -1.371], [3.119, 6.269, -2.446], [1.535, 6.461, -3.890], [1.532, 5.152, -3.023], [1.027, 6.100, -0.927], [-0.045, 6.573, -2.122], [2.160, 8.217, -1.919], [3.557, 6.332, -3.298], [0.615, 3.158, 5.482], [0.320, 4.178, 6.623], [1.491, 4.783, 7.198], [0.711, 1.793, 5.838], [1.444, 3.453, 4.839], [-0.207, 3.254, 4.773], [-0.375, 3.836, 7.390], [-0.224, 4.944, 6.070], [2.034, 4.075, 7.552], [0.931, 1.261, 5.070], [-5.326, -1.371, -6.441], [-6.353, -0.186, -6.052], [-7.308, 0.167, -7.099], [-6.188, -2.432, -6.790], [-4.509, -1.646, -5.775], [-4.797, -1.058, -7.341], [-5.700, 0.631, -5.747], [-7.020, -0.621, -5.308], [-7.983, -0.516, -7.095], [-6.312, -2.307, -7.734], [3.699, 2.985, -4.280], [4.446, 2.117, -5.272], [5.750, 2.613, -5.691], [3.610, 4.197, -4.986], [4.183, 3.274, -3.348], [2.707, 2.539, -4.204], [3.768, 1.913, -6.101], [4.644, 1.131, -4.851], [5.964, 2.312, -6.578], [4.477, 4.279, -5.388], [-2.421, -2.050, 5.268], [-1.713, -0.903, 6.119], [-2.404, -0.499, 7.221], [-3.615, -1.600, 4.680], [-2.601, -2.975, 5.816], [-1.706, -2.249, 4.470], [-1.627, -0.091, 5.397], [-0.720, -1.277, 6.371], [-2.622, -1.318, 7.673], [-4.224, -1.739, 5.408], [-3.564, 0.794, 1.887], [-2.901, 1.425, 3.227], [-3.770, 1.305, 4.335], [-4.385, 1.867, 1.347], [-4.345, 0.037, 1.959], [-2.732, 0.517, 1.239], [-2.448, 2.416, 3.236], [-2.040, 0.803, 3.474], [-4.059, 0.394, 4.422], [-4.544, 2.454, 2.090], [-3.639, 3.848, -1.278], [-3.179, 4.918, -0.309], [-4.147, 5.057, 0.697], [-4.959, 4.075, -1.692], [-3.691, 2.860, -0.821], [-2.916, 3.751, -2.088], [-3.117, 5.771, -0.985], [-2.248, 4.772, 0.238], [-5.043, 4.824, 0.446], [-4.929, 4.953, -2.080], [-4.349, -2.834, -2.985], [-3.928, -2.809, -1.458], [-4.787, -3.578, -0.559], [-4.337, -4.157, -3.466], [-3.843, -2.065, -3.569], [-5.341, -2.384, -3.005], [-3.603, -1.821, -1.130], [-2.990, -3.355, -1.555], [-5.319, -4.197, -1.064], [-5.133, -4.244, -3.996], [3.868, 3.046, 6.395], [5.171, 2.565, 5.767], [6.139, 3.545, 5.377], [3.926, 2.807, 7.855], [3.103, 2.382, 5.992], [3.512, 4.040, 6.124], [5.051, 2.045, 4.817], [5.666, 1.845, 6.419], [5.996, 3.874, 4.487], [4.071, 3.712, 8.141], [4.666, -1.191, 4.948], [3.246, -1.178, 5.579], [3.058, -1.762, 6.882], [5.067, -2.515, 4.715], [5.343, -0.675, 5.629], [4.772, -0.730, 3.967], [2.549, -1.713, 4.934], [2.886, -0.150, 5.593], [2.497, -2.522, 6.712], [5.944, -2.278, 4.405], [3.856, -2.788, -3.443], [3.426, -2.296, -4.911], [2.166, -1.911, -4.932], [3.373, -4.083, -3.333], [3.404, -2.284, -2.589], [4.942, -2.879, -3.439], [3.419, -3.033, -5.714], [4.160, -1.557, -5.232], [2.022, -1.106, -4.428], [3.545, -4.406, -2.446], [-1.394, -0.498, -6.492], [-0.055, 0.295, -6.441], [0.188, 0.909, -7.814], [-1.964, -0.587, -7.717], [-2.191, -0.009, -5.931], [-1.097, -1.497, -6.175], [0.843, -0.141, -6.004], [-0.219, 1.128, -5.757], [0.772, 1.670, -7.857], [-1.545, 0.093, -8.250], [-0.254, -3.364, -2.709], [-0.197, -4.802, -2.035], [-1.481, -5.348, -1.579], [-1.265, -3.341, -3.662], [0.612, -3.139, -3.331], [-0.664, -2.573, -2.081], [0.485, -4.744, -1.187], [0.178, -5.624, -2.646], [-1.598, -6.300, -1.604], [-2.101, -3.694, -3.347], [1.174, -7.475, 0.358], [0.530, -8.761, -0.270], [0.288, -8.582, -1.635], [2.395, -7.233, -0.408], [1.414, -7.628, 1.411], [0.578, -6.576, 0.201], [-0.415, -8.921, 0.249], [1.165, -9.630, -0.098], [1.097, -8.177, -1.954], [2.656, -6.374, -0.069], [-3.715, 3.006, -7.001], [-3.617, 2.778, -5.478], [-4.306, 3.731, -4.669], [-3.204, 4.246, -7.292], [-4.787, 2.944, -7.192], [-3.386, 2.158, -7.602], [-2.622, 3.004, -5.094], [-3.793, 1.799, -5.032], [-4.928, 3.307, -4.074], [-3.614, 5.079, -7.047], [4.193, -4.038, 1.755], [3.024, -4.038, 0.782], [3.376, -4.533, -0.506], [5.186, -3.189, 1.276], [4.545, -5.043, 1.984], [3.809, -3.714, 2.723], [2.546, -3.062, 0.856], [2.317, -4.551, 1.434], [3.948, -3.802, -0.747], [6.053, -3.483, 1.564], [0.502, 5.362, -8.146], [0.429, 3.873, -7.603], [1.670, 3.516, -7.189], [0.832, 6.312, -7.091], [-0.427, 5.697, -8.608], [1.307, 5.457, -8.875], [0.178, 3.205, -8.427], [-0.349, 3.713, -6.856], [1.949, 4.102, -6.482], [1.319, 7.039, -7.486]], "lowdin_charge": [0.0696, -0.3024, 0.2491, -0.8519, 0.2133, -0.3679, 0.1369, 0.2138, -0.2887, 0.0729, -0.3205, 0.2318, 0.0585, -0.2011, -0.2520, -0.0480, -0.0881, 0.1002, 0.1057, 0.0986, 0.1271, 0.0579, 0.0447, -0.2538, -0.1949, -0.0690, -0.0602, 0.0966, 0.1073, 0.1162, 0.1001, 0.0356, 0.0358, -0.1715, -0.2494, -0.0864, -0.0886, 0.1077, 0.1038, 0.1217, 0.1003, 0.0367, 0.0602, -0.2554, -0.1646, -0.0952, -0.0678, 0.1140, 0.1081, 0.1263, 0.0997, 0.0773, 0.0816, -0.2479, -0.1838, -0.0828, -0.0616, 0.1087, 0.0937, 0.1073, 0.0739, 0.0754, 0.0448, -0.2062, -0.2540, -0.0318, -0.0794, 0.1092, 0.1192, 0.1199, 0.1062, 0.0515, 0.0581, -0.2667, -0.2464, -0.0311, -0.0603, 0.1245, 0.1150, 0.1044, 0.1164, 0.0727, 0.0891, -0.2312, -0.1870, -0.0764, -0.0811, 0.1120, 0.1017, 0.1125, 0.1121, 0.0370, 0.0352, -0.2112, -0.1762, -0.0793, -0.0842, 0.1001, 0.1063, 0.0915, 0.1086, 0.0696, 0.0833, -0.2137, -0.2127, -0.0654, -0.0912, 0.1248, 0.1179, 0.1199, 0.1067, 0.0874, 0.0778, -0.2279, -0.2533, -0.0286, -0.0611, 0.1166, 0.0873, 0.0975, 0.1156, 0.0938, 0.0984, -0.1231, -0.1973, -0.0750, -0.1094, 0.1184, 0.0939, 0.1273, 0.0768, 0.0503, 0.0751, -0.2512, -0.2284, -0.0632, -0.0659, 0.0958, 0.1234, 0.1111, 0.1278, 0.0817, 0.1106, -0.2594, -0.1773, -0.0644, -0.0275, 0.0995, 0.1023, 0.1131, 0.0772, 0.0884, 0.0965, -0.1911, -0.2220, -0.0754, -0.0701, 0.0840, 0.1187, 0.1032, 0.1166, 0.0719, 0.0774, -0.2313, -0.1793, -0.0612, -0.0673, 0.1131, 0.1095, 0.1158, 0.1006, 0.0634, 0.0808, -0.2103, -0.2753, -0.0522, -0.0764, 0.1107, 0.1104, 0.1281, 0.0989, 0.0317, 0.0410, -0.2650, -0.1026, -0.1158, -0.0643, 0.0972, 0.1189, 0.0876, 0.0918, 0.0227, 0.0667, -0.1862, -0.1454, -0.0903, -0.0796, 0.1129, 0.1030, 0.0850, 0.1181, 0.0798, 0.0351, -0.1839, -0.2417, -0.0576, -0.0860, 0.1107, 0.0980, 0.1149, 0.1133, 0.0740, 0.0264, -0.2499, -0.2307, -0.0842, -0.0498, 0.1128, 0.1172, 0.1052, 0.0963, 0.0437, 0.1019, -0.2458, -0.2154, -0.0525, -0.0480, 0.1351, 0.1063, 0.1211, 0.1198, 0.0794, 0.1075, -0.1730, -0.2627, -0.0618, -0.0919, 0.1058, 0.1109, 0.1119, 0.1195, 0.0668, 0.0732], "total_charge": -1, "total_energy_ev": -165318.0052}

no.,F_max (eV Å⁻¹)
1,3.26
2,1.79
3,5.90